Formula: C10H16O
Source: OMol25
Level of theory: the ωB97M-V functional and the def2-TZVPD basis

Output
HOMO-LUMO gap in eV: 8.91
Total energy in eV: -12674.192
E_LUMO in hartree: 0.02948
Largest force on an atom in eV/A: 4.666
E_HOMO in eV: -8.11
Structure (SMILES): Cc1ccc(O)cc1.CCC

```
27
Properties=species:S:1:pos:R:3:forces:R:3:lowdin_charge:R:1
C -0.7699 0.4420 3.2355 -3.25 0.53 -1.50 -0.034
C -1.0166 0.8969 1.7818 2.22 1.26 -0.14 -0.236
C -1.9714 0.6330 0.8188 -0.52 -0.45 0.21 -0.064
C -1.8553 1.0506 -0.5145 0.60 1.76 -0.21 -0.020
C -0.7034 1.8081 -0.8360 0.80 1.07 1.74 -0.388
O -0.6286 2.5550 -1.9323 -0.89 0.28 -3.10 0.036
C 0.3585 2.1172 0.0602 -0.71 -2.18 0.74 -0.024
C 0.1419 1.6146 1.3657 -0.55 0.88 -1.40 -0.050
H -1.5998 0.4445 3.9319 -0.43 0.39 -0.05 0.079
H 0.0292 0.9724 3.6291 1.35 0.78 0.84 0.042
H -0.5522 -0.5492 3.1074 1.07 -2.74 0.22 0.048
H -2.8760 0.1294 1.1220 -0.21 -0.20 -0.05 0.106
H -2.7217 1.0902 -1.2164 0.93 -0.44 0.64 0.129
H 0.2281 2.9786 -2.1210 -0.49 -0.54 0.64 0.115
H 1.3088 2.5268 -0.4356 -1.47 -0.25 1.49 0.141
H 0.7166 1.8960 2.2114 1.31 0.24 0.04 0.082
C 1.1747 -0.5967 -1.1739 0.37 0.03 -0.87 -0.140
C 1.2135 -1.9257 -1.8770 4.28 -1.35 1.27 -0.368
C 0.7870 -3.0142 -0.9602 -1.39 -0.27 3.58 -0.178
H 2.1657 -0.3661 -0.6825 -1.55 -0.68 0.62 0.105
H 0.1764 -0.6081 -0.6535 1.55 0.74 0.13 0.082
H 1.2296 0.1523 -1.9410 -0.70 0.81 -0.42 0.053
H 0.7636 -2.0306 -2.8193 -0.99 0.33 -1.23 0.081
H 2.3285 -2.3100 -2.0635 -1.83 1.53 -0.06 0.137
H 1.1345 -2.8092 0.2582 -0.92 -0.62 -3.63 0.152
H -0.3321 -3.2169 -0.9601 1.22 0.40 0.21 0.081
H 1.2703 -3.8809 -1.3354 0.19 -1.32 0.31 0.032
```
Forces are in eV/Å.

Formula: C10H16O
Source: OMol25
Level of theory: the ωB97M-V functional and the def2-TZVPD basis

Output
HOMO-LUMO gap in eV: 9.09
Total energy in eV: -12675.868
E_LUMO in hartree: 0.03039
Largest force on an atom in eV/A: 3.858
E_HOMO in eV: -8.26
Structure (SMILES): Cc1ccc(O)cc1.CCC

```
27
Properties=species:S:1:pos:R:3:forces:R:3:lowdin_charge:R:1
C 1.0159 1.5646 3.0684 0.76 -0.34 -0.89 -0.053
C 1.3424 1.0820 1.6648 0.78 -1.55 -0.44 -0.268
C 1.7703 1.8409 0.5506 -0.28 1.43 2.12 -0.052
C 1.9641 1.2319 -0.6549 0.25 -1.03 -1.18 -0.039
C 1.9684 -0.1679 -0.7959 -1.49 -0.07 0.28 -0.315
O 2.0562 -0.5826 -2.0924 0.31 0.01 -0.64 0.031
C 1.6234 -0.9792 0.2941 -0.06 1.32 -0.70 -0.035
C 1.3319 -0.3166 1.4765 0.44 0.32 0.87 -0.087
H 1.9508 1.8730 3.5367 -0.14 0.10 0.34 0.079
H 0.5578 0.7423 3.6335 0.14 0.39 -0.08 0.076
H 0.3483 2.4000 3.0105 -0.42 0.53 0.23 0.064
H 2.0084 2.9397 0.7142 -0.80 -1.32 -0.55 0.134
H 1.9705 1.7574 -1.6061 0.62 0.30 0.29 0.119
H 2.0694 -1.5300 -2.2731 -0.05 0.11 0.72 0.110
H 1.3456 -2.0151 0.2123 0.55 -0.40 -0.17 0.108
H 1.2414 -0.9457 2.3657 -0.61 0.19 -0.20 0.111
C -1.9226 -0.5582 0.0142 -0.75 -2.51 0.54 -0.126
C -2.0285 -1.4694 -1.2552 -0.85 3.73 -0.50 -0.274
C -2.6397 -0.6242 -2.4306 1.43 0.21 1.30 -0.119
H -1.6555 0.4783 -0.0411 1.04 0.29 -0.47 0.062
H -2.9172 -0.5060 0.4496 -0.40 -0.08 0.06 0.059
H -1.3624 -1.1978 0.7352 0.06 1.18 -0.15 0.068
H -1.0379 -1.6821 -1.6069 0.39 -1.26 0.20 0.073
H -2.7622 -2.2113 -0.9990 0.49 -1.08 -0.08 0.090
H -2.9176 -1.2623 -3.2551 -0.23 0.20 -0.38 0.058
H -3.4211 -0.0159 -2.0210 -1.12 -0.06 -0.10 0.052
H -1.9001 0.1541 -2.6951 -0.08 -0.61 -0.42 0.073
```
Forces are in eV/Å.

Formula: C10H16O
Source: OMol25
Level of theory: the ωB97M-V functional and the def2-TZVPD basis

Output
HOMO-LUMO gap in eV: 9.02
Total energy in eV: -12675.332
E_LUMO in hartree: 0.03144
Largest force on an atom in eV/A: 4.364
E_HOMO in eV: -8.16
Structure (SMILES): Cc1ccc(O)cc1.CCC

```
27
Properties=species:S:1:pos:R:3:forces:R:3:lowdin_charge:R:1
C -1.6746 -1.0938 -2.7288 -1.53 -1.33 -2.78 -0.092
C -0.7611 -1.1857 -1.5668 -1.57 -1.52 -1.75 -0.333
C -0.1954 -0.0556 -1.1346 1.73 -1.69 3.63 -0.033
C 0.6483 -0.2743 -0.0166 0.70 -0.07 -0.43 0.014
C 0.8374 -1.5523 0.5566 0.18 1.51 -0.67 -0.322
O 1.6523 -1.5724 1.6229 0.48 1.35 0.62 0.067
C 0.2435 -2.7017 0.0430 0.04 -0.07 1.20 -0.036
C -0.5316 -2.4732 -1.0249 -2.39 -0.56 -2.48 -0.064
H -1.1718 -1.5792 -3.6773 -0.89 1.39 1.51 0.118
H -2.2371 -0.1449 -2.9735 1.55 -0.45 0.28 0.091
H -2.5626 -1.7306 -2.6086 0.27 -0.35 0.26 0.063
H -0.5511 0.8820 -1.4042 -0.01 1.59 -0.85 0.090
H 1.3170 0.5310 0.2856 -0.39 -0.27 0.48 0.095
H 1.8639 -2.4455 1.8796 0.26 -1.47 0.37 0.084
H 0.2143 -3.6922 0.5236 0.53 0.62 -0.14 0.128
H -1.1435 -3.3195 -1.4865 1.00 1.19 0.65 0.141
C -1.2067 2.7897 1.4956 -0.77 1.23 1.68 -0.128
C -0.0913 3.3056 0.7073 0.81 4.28 -0.23 -0.366
C 1.2417 3.1554 1.3778 1.61 1.50 1.64 -0.130
H -0.8565 1.9557 2.0039 0.22 -2.16 0.81 0.050
H -2.0550 2.5858 0.9188 -1.25 -0.64 -0.96 0.059
H -1.5837 3.4282 2.3165 0.48 0.24 -0.41 0.091
H -0.0824 2.9147 -0.2456 0.13 -1.43 -2.13 0.054
H -0.2570 4.4055 0.4540 0.13 -1.00 0.48 0.127
H 2.2112 3.5481 0.8956 -1.84 -0.03 0.32 0.096
H 1.1643 3.6477 2.4436 0.40 -1.16 -1.86 0.114
H 1.4501 2.1078 1.4386 0.10 -0.71 0.77 0.021
```
Forces are in eV/Å.

Formula: C10H16O
Source: OMol25
Level of theory: the ωB97M-V functional and the def2-TZVPD basis

Output
HOMO-LUMO gap in eV: 9.29
Total energy in eV: -12676.614
E_LUMO in hartree: 0.03106
Largest force on an atom in eV/A: 1.575
E_HOMO in eV: -8.44
Structure (SMILES): CCc1ccc(O)cc1.CC

```
27
Properties=species:S:1:pos:R:3:forces:R:3:lowdin_charge:R:1
C -0.1996 -1.1947 2.8760 0.03 -0.84 -0.26 -0.096
C 0.5056 -0.1519 2.0209 -0.27 0.33 -0.14 -0.213
C 0.9735 -0.6235 0.6727 -1.11 -0.34 0.02 -0.256
C 0.1096 -1.2663 -0.2044 -0.15 0.16 -1.56 -0.053
C 0.4920 -1.4357 -1.5315 0.39 -0.94 -0.36 -0.035
C 1.7565 -1.0996 -1.9854 0.49 0.65 -0.24 -0.324
O 2.1594 -1.2731 -3.2852 -0.14 -0.05 0.16 0.046
C 2.6532 -0.5048 -1.1124 -0.75 -0.46 0.75 -0.002
C 2.2287 -0.3240 0.1945 0.84 0.56 0.52 -0.044
H -0.1016 -1.0622 3.9505 -0.18 0.37 0.01 0.069
H 0.1664 -2.2036 2.6792 0.36 0.02 -0.05 0.074
H -1.2453 -1.2648 2.5821 -0.20 0.21 0.29 0.068
H -0.2018 0.6707 1.8602 0.00 -0.03 -0.09 0.098
H 1.3295 0.3506 2.4978 0.50 -0.15 0.54 0.099
H -0.9209 -1.5690 -0.0689 0.03 0.14 0.93 0.117
H -0.1261 -1.9786 -2.2466 -0.29 0.21 0.25 0.116
H 1.4043 -1.5482 -3.8133 -0.01 -0.07 -0.04 0.098
H 3.6451 -0.2117 -1.3669 0.47 0.04 -0.48 0.110
H 2.9183 0.1041 0.9198 0.04 0.12 -0.23 0.114
C -2.3046 2.8395 -0.5165 0.57 -0.15 0.15 -0.157
C -2.0680 1.3327 -0.6471 -0.39 -0.27 0.16 -0.162
H -2.2119 3.2872 -1.5047 -0.35 0.30 0.12 0.061
H -3.2664 3.0335 -0.0530 -0.31 0.08 -0.32 0.057
H -1.6029 3.3506 0.1490 0.28 -0.22 -0.22 0.060
H -1.4641 1.0164 -1.4919 0.25 0.36 -0.17 0.057
H -3.0335 0.8451 -0.7973 0.02 -0.14 0.10 0.066
H -1.5955 0.8813 0.2226 -0.13 0.09 0.16 0.031
```
Forces are in eV/Å.

Formula: C10H16O
Source: OMol25
Level of theory: the ωB97M-V functional and the def2-TZVPD basis

Output
HOMO-LUMO gap in eV: 9.20
Total energy in eV: -12676.631
E_LUMO in hartree: 0.03141
Largest force on an atom in eV/A: 1.765
E_HOMO in eV: -8.34
Structure (SMILES): CCc1ccc(O)cc1.CC

```
27
Properties=species:S:1:pos:R:3:forces:R:3:lowdin_charge:R:1
C 0.5283 0.4434 -2.2144 -0.33 0.40 -0.08 -0.092
C 0.3453 0.7627 -0.7157 0.02 -0.40 0.20 -0.196
C 1.2470 -0.0842 0.1670 -0.33 0.38 0.26 -0.259
C 1.1377 -1.4711 0.1185 -0.16 0.28 -0.57 -0.049
C 1.9504 -2.2765 0.8855 0.48 0.13 0.48 -0.016
C 2.8562 -1.6620 1.7586 0.16 -0.71 -0.15 -0.329
O 3.7409 -2.4056 2.4965 0.15 0.20 0.28 0.037
C 2.9276 -0.2925 1.9073 -0.55 -0.35 -0.26 -0.010
C 2.0882 0.4823 1.1060 0.40 0.13 0.54 -0.035
H -0.3980 0.1280 -2.7116 0.23 -0.17 0.24 0.067
H 1.3036 -0.3009 -2.3394 0.00 -0.31 -0.17 0.066
H 0.8550 1.3197 -2.7667 0.11 0.19 0.00 0.063
H 0.5134 1.8252 -0.5242 0.01 -0.13 0.05 0.105
H -0.6745 0.5359 -0.3927 -0.10 0.20 -0.19 0.095
H 0.3833 -1.8279 -0.5779 0.23 -0.53 0.13 0.121
H 1.9638 -3.3633 0.8665 -0.33 0.11 -0.24 0.113
H 3.5323 -3.3422 2.4848 -0.18 -0.03 -0.18 0.097
H 3.5915 0.0685 2.6796 -0.02 0.38 -0.13 0.118
H 2.0453 1.5458 1.2844 0.17 0.24 -0.22 0.108
C -3.9498 0.6850 -0.9433 1.66 0.61 0.05 -0.161
C -3.5615 1.7857 0.0662 -0.84 -0.61 0.08 -0.171
H -3.9597 -0.2915 -0.4661 -0.77 -0.03 -0.05 0.062
H -4.8084 0.9794 -1.5229 -0.58 -0.38 0.04 0.056
H -3.1305 0.6065 -1.6629 0.01 -0.06 -0.13 0.044
H -4.4559 2.1959 0.5196 -0.29 0.25 0.02 0.051
H -3.0359 1.3521 0.9146 0.56 0.20 -0.18 0.057
H -3.0356 2.6015 -0.4174 0.29 0.03 0.16 0.059
```
Forces are in eV/Å.

Formula: C10H16O
Source: OMol25
Level of theory: the ωB97M-V functional and the def2-TZVPD basis

Output
HOMO-LUMO gap in eV: 9.11
Total energy in eV: -12675.798
E_LUMO in hartree: 0.02968
Largest force on an atom in eV/A: 3.702
E_HOMO in eV: -8.31
Structure (SMILES): Cc1ccc(O)cc1.CCC

```
27
Properties=species:S:1:pos:R:3:forces:R:3:lowdin_charge:R:1
C -1.7989 -2.9677 -0.0155 0.82 -1.63 1.20 -0.077
C -1.8863 -1.7015 -0.7875 0.42 0.22 0.84 -0.279
C -1.0754 -0.7271 -0.2296 0.81 0.91 -0.32 -0.056
C -0.8162 0.4486 -0.9008 0.27 -0.34 -0.81 -0.013
C -1.4412 0.6279 -2.1304 -0.94 0.69 0.94 -0.334
O -1.1324 1.8428 -2.6511 -1.66 1.88 -2.07 0.007
C -2.4038 -0.2613 -2.6307 0.62 1.43 -0.70 -0.030
C -2.5572 -1.4490 -1.9892 0.27 -1.48 1.21 -0.053
H -1.3180 -2.8833 0.9974 -0.13 0.69 -0.99 0.085
H -1.1255 -3.6992 -0.5033 -0.63 0.11 -0.08 0.089
H -2.7044 -3.4480 0.3106 -0.82 -0.33 -0.69 0.064
H -0.5257 -0.9036 0.6849 -0.19 -0.19 0.12 0.101
H -0.0654 1.2073 -0.6280 -0.71 -0.51 0.19 0.107
H -1.9195 2.3004 -3.0992 1.70 -1.32 0.87 0.150
H -3.0030 -0.0313 -3.5203 0.49 -0.03 0.24 0.120
H -3.1308 -2.2422 -2.4362 -0.41 -0.08 -0.02 0.112
C 2.9623 0.1708 1.8759 2.25 -2.78 0.96 -0.177
C 1.8689 1.0814 1.4770 0.34 1.88 -0.06 -0.352
C 2.3334 2.5056 1.8812 -1.17 0.58 -0.52 -0.138
H 2.9366 -0.1761 2.9396 -0.29 0.62 -0.55 0.081
H 4.0452 0.5179 1.7696 -1.56 0.19 -0.21 0.096
H 2.9613 -0.7957 1.3408 -0.17 0.30 -0.05 0.064
H 1.7684 1.0860 0.3638 -0.37 -0.21 0.98 0.095
H 0.9138 0.9275 2.0183 0.46 -0.53 -0.66 0.108
H 2.8952 2.9300 1.0036 0.14 -0.23 1.43 0.085
H 1.4179 3.1218 1.9547 0.46 0.07 0.04 0.060
H 2.8007 2.5182 2.9044 0.01 0.09 -1.30 0.085
```
Forces are in eV/Å.

- Which of these has the lowest E_LUMO?
  number 1

What did the sixth record say?
Formula: C10H16O
Source: OMol25
Level of theory: the ωB97M-V functional and the def2-TZVPD basis

Output
HOMO-LUMO gap in eV: 9.11
Total energy in eV: -12675.798
E_LUMO in hartree: 0.02968
Largest force on an atom in eV/A: 3.702
E_HOMO in eV: -8.31
Structure (SMILES): Cc1ccc(O)cc1.CCC

```
27
Properties=species:S:1:pos:R:3:forces:R:3:lowdin_charge:R:1
C -1.7989 -2.9677 -0.0155 0.82 -1.63 1.20 -0.077
C -1.8863 -1.7015 -0.7875 0.42 0.22 0.84 -0.279
C -1.0754 -0.7271 -0.2296 0.81 0.91 -0.32 -0.056
C -0.8162 0.4486 -0.9008 0.27 -0.34 -0.81 -0.013
C -1.4412 0.6279 -2.1304 -0.94 0.69 0.94 -0.334
O -1.1324 1.8428 -2.6511 -1.66 1.88 -2.07 0.007
C -2.4038 -0.2613 -2.6307 0.62 1.43 -0.70 -0.030
C -2.5572 -1.4490 -1.9892 0.27 -1.48 1.21 -0.053
H -1.3180 -2.8833 0.9974 -0.13 0.69 -0.99 0.085
H -1.1255 -3.6992 -0.5033 -0.63 0.11 -0.08 0.089
H -2.7044 -3.4480 0.3106 -0.82 -0.33 -0.69 0.064
H -0.5257 -0.9036 0.6849 -0.19 -0.19 0.12 0.101
H -0.0654 1.2073 -0.6280 -0.71 -0.51 0.19 0.107
H -1.9195 2.3004 -3.0992 1.70 -1.32 0.87 0.150
H -3.0030 -0.0313 -3.5203 0.49 -0.03 0.24 0.120
H -3.1308 -2.2422 -2.4362 -0.41 -0.08 -0.02 0.112
C 2.9623 0.1708 1.8759 2.25 -2.78 0.96 -0.177
C 1.8689 1.0814 1.4770 0.34 1.88 -0.06 -0.352
C 2.3334 2.5056 1.8812 -1.17 0.58 -0.52 -0.138
H 2.9366 -0.1761 2.9396 -0.29 0.62 -0.55 0.081
H 4.0452 0.5179 1.7696 -1.56 0.19 -0.21 0.096
H 2.9613 -0.7957 1.3408 -0.17 0.30 -0.05 0.064
H 1.7684 1.0860 0.3638 -0.37 -0.21 0.98 0.095
H 0.9138 0.9275 2.0183 0.46 -0.53 -0.66 0.108
H 2.8952 2.9300 1.0036 0.14 -0.23 1.43 0.085
H 1.4179 3.1218 1.9547 0.46 0.07 0.04 0.060
H 2.8007 2.5182 2.9044 0.01 0.09 -1.30 0.085
```
Forces are in eV/Å.